{
  "formula": "C17H42NO7S4V",
  "method": "the ωB97M-V functional and the def2-TZVPD basis",
  "species": ["H", "S", "H", "H", "H", "C", "H", "C", "H", "C", "H", "H", "C", "S", "H", "H", "H", "C", "H", "C", "H", "H", "O", "H", "O", "H", "V", "H", "C", "C", "C", "O", "C", "H", "H", "H", "C", "O", "H", "H", "O", "H", "H", "H", "C", "H", "H", "H", "N", "C", "C", "H", "S", "C", "S", "H", "C", "O", "H", "H", "H", "O", "H", "C", "H", "H", "H", "H", "H", "H", "H", "H"],
  "positions_angstrom": [[0.030, 3.697, 4.483], [3.353, -0.535, -5.024], [1.516, 6.169, 0.227], [-0.709, -6.219, 0.105], [-1.936, -7.540, -0.255], [0.023, 5.255, 1.568], [-3.379, 0.527, -7.388], [1.631, 3.971, 3.062], [1.766, -1.812, -6.312], [0.772, 4.469, 4.278], [3.638, 4.706, 3.558], [2.739, -9.891, 3.302], [2.445, -1.000, -6.571], [-2.807, -5.341, -0.612], [-5.010, 0.275, -6.946], [-2.224, -4.668, 1.692], [-5.020, -1.562, -3.603], [2.848, 4.893, 2.832], [-1.670, 4.912, 3.058], [-3.119, -5.009, 1.171], [-1.029, -6.766, -1.531], [-1.805, 5.797, 0.518], [1.350, 3.380, 0.678], [3.230, 4.813, 1.814], [-1.841, -0.243, 0.144], [-0.780, 4.578, -0.391], [-0.360, -0.490, -0.484], [-3.390, -5.889, 1.755], [2.110, 2.624, 3.475], [0.925, 6.427, 1.106], [3.548, 1.304, -5.092], [0.545, -1.373, 0.531], [-5.084, -0.810, -4.389], [1.908, -0.221, -7.112], [-0.657, 6.052, 4.940], [2.400, -8.825, 2.029], [-1.165, 4.916, 0.571], [2.389, -0.779, -3.868], [-1.429, 6.525, 2.644], [0.290, 7.245, 0.765], [-2.461, -0.007, -4.410], [2.724, 2.251, 2.655], [1.841, -6.546, 2.970], [3.199, -1.213, -7.329], [-1.489, -6.593, -0.558], [2.578, 5.914, 3.099], [1.289, 1.914, 3.576], [2.632, 1.894, -5.053], [0.738, 4.006, 1.891], [-0.046, 5.752, 4.089], [1.727, -6.835, 4.015], [2.706, 2.741, 4.380], [0.946, -8.481, 4.133], [-4.038, 0.526, -6.521], [-3.487, -0.773, -5.230], [1.265, -6.113, 4.689], [-0.866, 5.608, 2.818], [-1.943, -4.123, -0.995], [-4.024, 1.402, -5.872], [-1.745, 4.081, 0.965], [1.191, -10.113, 2.387], [-0.450, -8.421, 3.543], [-5.780, -1.138, -5.162], [1.900, -9.401, 2.808], [0.701, 6.537, 3.976], [1.457, 4.576, 5.120], [1.644, 6.894, 1.780], [-3.819, -4.174, 1.189], [4.111, 1.611, -4.210], [2.729, -7.012, 4.406], [4.157, 1.563, -5.958], [-5.426, 0.111, -3.917]],
  "fmax_ev_per_a": 4.802,
  "total_charge": 0,
  "e_lumo_ha": -0.0859,
  "e_above_lowest_kj_mol": 809.0,
  "orbital_gap_ev": 3.417,
  "e_tot_ev": -103149.0780,
  "homo_ev": -5.756
}

---

{
  "formula": "C17H43BN2O17P4",
  "method": "the ωB97M-V functional and the def2-TZVPD basis",
  "species": ["H", "C", "P", "O", "O", "B", "C", "H", "P", "H", "H", "H", "O", "H", "H", "H", "H", "H", "O", "C", "H", "H", "H", "O", "H", "H", "C", "O", "H", "H", "C", "O", "H", "H", "H", "N", "H", "H", "O", "H", "H", "H", "O", "O", "H", "C", "H", "H", "H", "H", "O", "H", "C", "C", "C", "H", "H", "C", "H", "O", "C", "C", "O", "H", "H", "C", "H", "O", "P", "N", "H", "P", "H", "O", "C", "H", "C", "C", "C", "H", "O", "H", "H", "O"],
  "positions_angstrom": [[4.925, -2.218, -3.206], [2.401, 2.950, -0.012], [-9.100, -3.540, -1.731], [7.285, 4.417, 6.153], [2.422, -5.661, -3.128], [2.323, 3.352, -1.568], [1.312, -6.522, -2.846], [2.680, -0.755, -1.656], [6.395, 5.553, 5.417], [-5.061, -0.005, 1.921], [5.010, 7.875, 6.019], [-11.075, -4.759, 0.183], [-1.697, -1.505, 0.623], [-0.180, -0.219, -1.421], [0.363, -6.044, -3.080], [-10.609, -2.856, -4.772], [-6.442, -3.923, -1.053], [6.608, 4.932, 2.478], [-2.222, 0.061, -1.086], [6.589, 4.155, 3.237], [3.363, 4.843, 0.246], [2.789, 1.653, -2.940], [7.075, 2.741, 7.316], [7.201, 6.502, 4.619], [-0.782, 1.447, -1.503], [6.170, 3.249, 2.806], [-5.161, 0.608, 1.029], [-10.005, -2.739, -2.817], [-10.327, -4.433, -4.020], [-0.433, -2.963, -0.088], [4.554, -3.093, -3.739], [-10.090, -4.834, -1.638], [-11.728, -3.672, -1.071], [3.325, 3.938, 1.722], [-11.769, -3.490, -3.595], [3.056, 0.461, 0.130], [1.332, -6.804, -1.796], [-6.535, -2.154, -0.908], [2.125, -2.409, -2.712], [5.722, 3.009, 6.207], [3.408, -2.258, -1.073], [-2.120, -3.463, 0.067], [5.734, 4.542, 4.320], [3.914, -3.979, -2.812], [1.693, -1.902, -0.746], [-1.466, -2.646, -0.226], [-0.581, 0.664, 0.071], [3.885, -2.769, -4.533], [4.162, 2.373, -2.149], [5.338, 7.948, 7.760], [1.783, -4.281, -1.324], [3.408, 3.278, -3.454], [2.650, 1.530, 0.202], [3.203, 2.608, -2.620], [4.853, 3.363, 0.405], [-11.978, -5.428, -1.190], [1.968, 5.225, -1.866], [-11.283, -4.648, -0.878], [6.629, 8.324, 6.605], [-7.742, -2.961, -2.395], [-10.711, -3.429, -3.853], [2.500, -1.804, -1.466], [-9.143, -2.933, -0.383], [-5.460, 1.613, 1.317], [1.424, -7.414, -3.459], [6.802, 3.078, 6.318], [-5.919, 0.185, 0.375], [-3.916, 0.714, 0.314], [-3.006, -0.627, 0.163], [5.924, 3.226, 0.022], [-1.625, -2.394, -1.274], [2.292, -4.063, -2.718], [7.600, 3.946, 3.584], [6.163, 6.320, 6.831], [5.759, 7.699, 6.788], [1.468, 3.206, 0.492], [3.498, 3.841, 0.652], [-0.864, 0.500, -0.967], [-6.536, -2.989, -1.601], [7.279, 2.426, 5.586], [-3.985, -1.659, -0.251], [-5.690, -2.884, -2.274], [5.398, -3.618, -4.181], [1.477, 4.394, -1.900]],
  "fmax_ev_per_a": 7.956,
  "total_charge": 0,
  "e_lumo_ha": -0.0588,
  "orbital_gap_ev": 8.177,
  "e_tot_ev": -93945.2615,
  "homo_ev": -9.778
}

---

{
  "formula": "C17H43IrS4SbSi3",
  "method": "the ωB97M-V functional and the def2-TZVPD basis",
  "species": ["C", "H", "H", "S", "H", "H", "H", "H", "H", "H", "H", "H", "C", "C", "S", "H", "C", "H", "H", "Si", "H", "H", "H", "Si", "H", "C", "Ir", "H", "H", "C", "H", "C", "C", "H", "H", "H", "Si", "S", "H", "H", "H", "H", "C", "H", "H", "H", "H", "H", "Sb", "C", "C", "H", "H", "H", "C", "H", "H", "H", "H", "C", "H", "C", "C", "H", "H", "S", "H", "C", "C"],
  "positions_angstrom": [[-0.446, 1.426, 2.805], [2.100, -2.080, 3.428], [4.299, 0.796, -0.473], [0.109, -1.313, 2.364], [1.036, 2.884, 1.021], [1.381, -5.916, -2.928], [-1.423, -5.443, -2.357], [-2.847, -1.401, -2.801], [-3.114, -3.333, -0.647], [-0.377, 3.951, 0.951], [0.137, -3.952, 2.058], [4.549, -5.035, -1.286], [1.998, -5.272, -3.552], [-2.100, -0.662, -3.094], [0.853, 1.623, -1.760], [3.150, -2.233, -4.424], [3.235, 0.628, -0.654], [-1.368, -3.853, -4.251], [-0.151, -6.330, -1.497], [-0.661, -1.462, -4.001], [2.769, -1.764, 1.031], [-1.633, -2.910, -5.714], [1.197, -4.966, 1.064], [2.820, -3.900, -2.589], [-1.760, -0.137, -2.204], [-1.088, -5.786, -1.378], [0.180, -0.285, -0.053], [4.142, -1.816, -3.012], [-2.075, -2.240, 0.279], [2.823, -0.954, 1.755], [3.839, -0.855, 2.141], [0.547, -0.304, -4.827], [0.056, 3.026, 0.569], [2.831, 2.733, -0.980], [-2.598, 0.063, -3.746], [0.744, 0.581, -4.229], [-0.925, -4.411, -0.131], [2.355, 0.597, 0.934], [1.906, -0.335, 3.615], [3.128, 1.792, -2.447], [-1.830, -6.503, -1.013], [2.790, -5.896, -3.978], [-2.391, -3.274, 0.167], [4.084, -3.556, -0.459], [-2.912, -3.569, 1.084], [-0.011, -3.454, -5.321], [-0.987, 2.138, 3.429], [0.115, 0.030, -5.776], [0.664, -2.367, -1.536], [1.856, -1.158, 2.902], [-0.937, -3.079, -4.885], [1.494, -0.791, -5.061], [-0.400, -0.076, 4.335], [3.085, -0.328, -1.150], [0.145, 3.093, -0.937], [-0.204, -5.669, 1.859], [0.617, 1.664, 2.839], [1.397, -4.903, -4.382], [-0.841, 3.199, -1.392], [3.751, -2.639, -3.612], [-1.777, -0.229, 3.242], [3.692, -4.410, -1.013], [2.660, 1.770, -1.463], [3.058, -5.002, -0.354], [4.611, -3.143, -4.067], [-1.016, 1.646, 1.088], [0.750, 3.948, -1.240], [0.162, -4.775, 1.347], [-0.717, 0.021, 3.295]],
  "fmax_ev_per_a": 4.155,
  "total_charge": 3,
  "e_lumo_ha": [-0.4010, -0.4018],
  "e_above_lowest_kj_mol": 260.0,
  "orbital_gap_ev": [5.171, 5.149],
  "e_tot_ev": -94653.9033,
  "homo_ev": [-16.083, -16.083]
}